119
Properties=species:S:1:pos:R:3:forces:R:3 method="wB97M-V/def2-TZVPD" relative_energy_kj_mol=274.3 max_force_ha_per_bohr=0.026 homo_lumo_gap_ev="4.6216 / 4.9261" spin_multiplicity=4 s_squared=3.7858 mol_weight_g_mol=920.126
V -0.00570 0.21134 -0.08605 -0.68 -0.88 0.68
C 2.21652 -0.02489 3.56487 0.08 0.09 0.17
C 1.70887 0.31205 2.20485 -0.39 -0.28 -0.36
N 0.64188 -0.34109 1.71196 0.46 -0.27 1.19
N 0.08995 -1.38416 2.46326 0.05 0.54 -0.70
C -1.06576 -1.74594 1.95673 0.05 0.00 0.26
N -1.65277 -2.84598 2.53852 -0.03 0.10 -0.25
S -1.92544 -1.00024 0.61368 0.21 -0.34 0.49
C 2.28513 1.27618 1.33577 -0.03 0.02 -0.20
C 3.36415 2.15531 1.66386 -0.25 -0.37 0.00
C 3.84514 3.02258 0.73489 0.07 0.22 -0.33
C 3.27852 3.07369 -0.57163 0.10 -0.08 0.25
C 2.22019 2.23685 -0.82870 0.02 -0.05 0.06
N 1.71855 1.36705 0.05380 0.69 0.21 0.67
H 1.37793 -0.14167 4.25243 0.01 0.01 -0.02
H 2.74535 -0.98251 3.56022 -0.01 0.00 -0.04
H 2.88762 0.73987 3.95081 0.04 0.00 0.01
H -1.31517 -3.10895 3.44847 -0.02 0.03 0.05
H -2.62424 -3.00546 2.33455 -0.01 0.01 0.01
H 3.78922 2.13135 2.65824 -0.01 0.01 -0.01
H 4.65932 3.68771 0.99630 0.00 -0.01 -0.02
H 3.64368 3.74730 -1.33307 0.00 0.00 0.05
H 1.73272 2.25204 -1.80020 -0.03 -0.02 0.02
C -2.90596 0.67119 -6.22845 -0.01 0.01 -0.04
C -1.93165 1.78624 -5.81057 -0.02 -0.07 0.07
C -0.74547 1.84299 -6.78226 0.02 -0.01 -0.04
C -2.66981 3.12238 -5.86052 -0.02 0.06 0.01
C -1.42478 1.46164 -4.40954 -0.03 0.09 -0.02
C -0.72966 0.27457 -4.20028 -0.05 -0.13 -0.05
C -0.34197 -0.08941 -2.92713 0.17 0.07 0.32
N -0.61002 0.72945 -1.90457 -0.12 0.18 -0.76
C -1.27237 1.87954 -2.06457 0.21 0.12 0.60
C -1.67707 2.28674 -3.31064 -0.24 0.04 -0.29
C -1.47473 2.62939 -0.77406 0.17 -0.38 -0.42
C -2.12925 3.84436 -0.68887 -0.14 0.14 -0.07
C -2.27074 4.48078 0.53739 -0.06 0.10 -0.10
C -1.71576 3.84447 1.64545 0.00 0.02 0.14
C -1.07194 2.63830 1.49516 0.00 -0.15 -0.19
N -0.95348 2.03269 0.30990 -0.27 0.72 -0.20
C -3.01036 5.80546 0.70139 0.03 -0.09 0.04
C -2.07941 6.82737 1.37026 0.03 0.02 0.00
C -3.47729 6.37134 -0.63848 -0.01 0.01 -0.06
C -4.23842 5.56617 1.59365 -0.02 0.01 0.01
H -3.30607 0.89204 -7.22172 0.01 -0.01 0.03
H -3.73263 0.58116 -5.52074 0.04 0.02 -0.01
H -2.41812 -0.30407 -6.26483 0.00 0.04 -0.01
H -1.10081 2.09939 -7.78312 0.01 -0.02 0.03
H -0.22975 0.88301 -6.84918 -0.02 0.03 0.01
H -0.01822 2.59856 -6.47375 -0.03 -0.01 -0.01
H -3.01618 3.29993 -6.88001 0.01 0.01 0.02
H -2.02376 3.95851 -5.57785 -0.01 -0.03 -0.02
H -3.54775 3.12417 -5.21017 0.03 -0.03 -0.03
H -0.55274 -0.39997 -5.02542 -0.03 0.02 0.00
H -0.47218 -2.13996 -2.49342 -0.15 0.05 -0.02
H -2.22110 3.21288 -3.42528 0.02 -0.06 -0.03
H -2.53708 4.28025 -1.58851 0.00 0.00 0.03
H -1.78734 4.27551 2.63553 0.00 0.00 -0.04
H -0.63760 2.11382 2.33582 0.01 -0.03 0.03
H -1.16265 6.96306 0.79143 -0.04 0.00 0.00
H -1.79770 6.52396 2.38019 -0.01 -0.01 -0.04
H -2.58447 7.79330 1.44201 0.01 -0.03 0.01
H -2.64164 6.53419 -1.32396 -0.02 0.01 0.03
H -3.96223 7.33472 -0.47332 0.00 -0.02 0.00
H -4.20322 5.71673 -1.12601 0.03 0.00 0.02
H -3.95231 5.20748 2.58434 0.00 0.02 -0.04
H -4.90766 4.82628 1.14970 0.02 0.03 0.00
H -4.79234 6.49961 1.71868 0.02 -0.03 0.00
C 1.66788 -3.39266 -3.42158 0.01 -0.04 0.03
C 1.36914 -1.89954 -3.53446 0.14 0.03 -0.02
C 0.34226 -1.40173 -2.52613 -0.07 0.11 0.41
N 0.81527 -1.18025 -1.12093 0.82 -0.25 -0.56
H 2.35036 -3.71025 -4.21128 -0.02 0.00 0.01
H 0.74563 -3.96885 -3.51875 0.02 0.02 0.01
H 2.12555 -3.66560 -2.46716 -0.02 0.01 -0.06
H 0.96416 -1.70906 -4.52787 0.01 -0.03 -0.04
H 2.29310 -1.31348 -3.47592 -0.07 0.01 -0.04
C -3.55987 -5.98698 -1.95151 0.00 0.02 -0.01
C -4.11801 -4.63572 -1.58226 0.16 -0.08 -0.10
C -5.12727 -4.51676 -0.63444 -0.05 -0.06 0.04
C -5.52698 -3.22603 -0.34662 -0.01 0.18 0.02
N -5.02641 -2.14621 -0.92687 0.20 -0.10 -0.30
C -4.06231 -2.33928 -1.87124 0.03 -0.20 0.22
S -3.38311 -0.97197 -2.67599 -0.14 -0.20 -0.03
N -3.58674 -3.58579 -2.18730 -0.11 0.39 0.06
H -4.35827 -6.71185 -2.12367 0.01 0.03 0.00
H -2.93306 -6.37751 -1.14476 -0.01 0.03 -0.02
H -2.95358 -5.89409 -2.85084 -0.01 -0.01 0.02
H -5.57302 -5.37914 -0.15535 0.02 0.03 0.00
H -6.29664 -3.04842 0.40250 -0.01 0.02 -0.02
C 5.43026 -1.21348 5.43295 0.01 -0.01 -0.05
C 5.86698 -1.62438 4.05049 -0.02 0.01 0.00
C 6.46577 -2.85465 3.80874 0.01 -0.05 0.00
C 6.85589 -3.22701 2.52916 -0.02 -0.05 0.09
C 6.65881 -2.36596 1.45985 0.18 0.05 -0.16
N 7.10721 -2.78635 0.17668 0.00 -0.05 0.09
C 6.80224 -2.27127 -1.05767 -0.28 0.18 0.10
O 7.58518 -2.27805 -1.97874 0.08 -0.03 -0.10
N 5.52497 -1.71825 -1.22611 0.10 -0.15 0.20
C 4.31309 -2.15458 -0.68198 -0.08 0.22 -0.29
C 4.16088 -3.23996 0.17453 0.32 -0.26 0.02
C 2.90516 -3.57712 0.62186 -0.59 0.06 0.03
C 1.78943 -2.88980 0.16930 0.07 -0.56 0.40
N 1.95751 -1.87546 -0.67101 -0.97 0.51 -0.73
C 3.16650 -1.46308 -1.04514 0.62 0.29 -0.17
C 6.06706 -1.12862 1.67889 0.05 0.14 0.06
C 5.68329 -0.77546 2.96116 -0.03 0.00 0.03
H 5.67442 -1.97862 6.16918 0.01 0.00 -0.02
H 4.35222 -1.04330 5.47029 0.02 -0.01 -0.02
H 5.91646 -0.28529 5.73876 0.00 -0.01 -0.02
H 6.62951 -3.54139 4.63176 0.00 0.02 -0.03
H 7.31795 -4.19420 2.36079 -0.02 0.03 0.01
H 7.97757 -3.29579 0.15685 0.04 0.07 0.01
H 5.47002 -1.21817 -2.10015 -0.04 -0.03 -0.03
H 5.02025 -3.81979 0.48237 -0.19 0.02 -0.06
H 2.76350 -4.40067 1.30610 0.01 0.00 -0.01
H 0.76590 -3.11305 0.43334 0.02 -0.01 0.02
H 3.18343 -0.55642 -1.63246 0.01 -0.04 -0.01
H 5.91902 -0.43008 0.86387 0.04 -0.04 0.08
H 5.23786 0.19788 3.11460 -0.05 0.06 0.01